The following is a quantum chemistry calculation of an isolated ion of composition C8H10BrClN5 and charge +1, from the OMol25 dataset.

Last column: natural (NBO) charge in e.
Geometry (Å):
C1 -0.4730 -3.3671 0.3389  -0.691
C2 0.0195 -2.0151 0.2952  0.465
N1 -0.5312 -0.9676 0.8072  -0.477
C3 0.2546 0.2603 0.8233  0.363
N2 -0.0185 1.0200 2.0394  -0.824
N3 -0.2677 1.1408 -0.2379  -0.169
C4 -0.6332 0.7738 -1.5115  0.058
C5 -1.4178 1.7489 -2.0152  -0.295
C6 -1.6030 2.7666 -1.0175  0.090
N4 -0.9596 2.3458 0.0284  -0.265
C7 1.7076 0.0155 0.5679  -0.364
Br1 2.7474 1.6770 0.3481  0.072
C8 1.8793 -0.9613 -0.6073  0.241
Cl1 2.9777 -0.6469 -1.8087  0.152
N5 1.0908 -1.9176 -0.6513  -0.474
H1 -1.5683 -3.5340 0.7722  0.261
H2 0.3567 -3.9350 0.7238  0.263
H3 -0.6614 -3.8181 -0.6560  0.270
H4 0.6951 1.0751 2.6993  0.397
H5 -0.7803 0.6836 2.4289  0.387
H6 -0.2448 -0.1236 -1.9477  0.262
H7 -1.7452 2.0100 -2.9480  0.256
H8 -2.2576 3.5963 -0.9285  0.261
H9 -0.8018 2.5714 0.9845  0.471
H10 2.2347 -0.3987 1.4725  0.291

As for the orbital gap: 9.66 eV. As for the SMILES: CC1=N[C@](N)([n+]2ccc[nH]2)[C@H](Br)C(Cl)=N1. The net charge is +1. As for the HOMO energy: -13.447 eV.

The following is a quantum chemistry calculation of one molecule with the formula C8H10BrClO5S, from the OMol25 dataset.

Last column: natural (NBO) charge in e.
Geometry (Å):
O1 1.1771 -1.8615 2.1225  -0.479
C1 0.0904 -1.5157 2.0173  0.607
Cl1 -1.2044 -2.7851 2.1241  -0.122
C2 -0.3913 -0.0910 1.8305  -0.555
C3 -0.8053 0.2659 0.3810  -0.208
C4 -0.8014 1.8476 0.3052  -0.651
S1 0.8859 2.4842 0.1510  2.346
O2 1.4745 2.6868 1.4367  -0.938
O3 0.8179 3.7230 -0.5408  -0.930
O4 1.8157 1.5175 -0.7386  -0.669
C5 1.6384 0.1202 -0.4121  -0.098
C6 0.1609 -0.2130 -0.7179  -0.250
C7 -0.0554 -1.6931 -1.1638  -0.518
C8 -1.1533 -1.6386 -2.2372  0.552
O5 -2.2614 -1.6071 -1.9358  -0.497
Br1 -0.7050 -1.6427 -4.1365  -0.047
H1 -1.2612 0.0493 2.4818  0.257
H2 0.4193 0.5693 2.1575  0.265
H3 -1.8196 -0.0437 0.1110  0.251
H4 -1.4280 2.2184 -0.5045  0.267
H5 -1.1497 2.1766 1.2880  0.262
H6 1.9190 -0.0656 0.6306  0.212
H7 2.3015 -0.4953 -1.0218  0.218
H8 -0.0679 0.3947 -1.6081  0.235
H9 0.8590 -2.0605 -1.6363  0.238
H10 -0.4557 -2.3405 -0.3837  0.255

As for the orbital gap: 11.07 eV. As for the SMILES: O=C(Cl)C[C@H]1CS(=O)(=O)OC[C@H]1CC(=O)Br. As for the HOMO energy: -10.832 eV.